[1]
A gas-phase ion, C5H13N2 (charge +1). Source: the Open Molecules 2025 dataset; level of theory: ωB97M-V with the def2-TZVPD basis set.

Calculated values
E_HOMO in eV: -13.4
HOMO-LUMO gap in hartree: 0.17879
Net charge: +1

Each atom is followed by the atoms it is bonded to, with distances in Å.
Cartesian coordinates (Å):
1 C 2.58378 -0.27592 -0.33045  C2 1.544, H8 1.096, H9 1.090, H10 1.089
2 C 1.26136 0.33353 0.18160  C1 1.544, C3 1.544, N7 1.397, H11 1.095
3 C 0.13178 0.07820 -0.83884  C2 1.544, C4 1.581, H12 1.093, H13 1.090
4 C -1.12254 0.94499 -0.42204  C3 1.581, C5 1.501, H14 1.103, H15 1.087
5 C -2.23275 -0.02799 -0.14858  C4 1.501, N6 1.431, H16 1.113, H17 1.095
6 N -1.85020 -0.93061 0.89358  C5 1.431, H18 1.006, H19 1.046
7 N 0.77885 -0.16631 1.39383  C2 1.397, H20 1.025
8 H 2.66260 0.22674 -1.30164  C1 1.096
9 H 2.51706 -1.35339 -0.47860  C1 1.090
10 H 3.44146 -0.04287 0.29942  C1 1.089
11 H 1.41766 1.41680 0.19826  C2 1.095
12 H 0.29633 0.31773 -1.89215  C3 1.093
13 H -0.08300 -0.97608 -0.66351  C3 1.090
14 H -0.85715 1.45861 0.51688  C4 1.103
15 H -1.39150 1.68629 -1.17060  C4 1.087
16 H -2.48243 -0.57429 -1.08549  C5 1.113
17 H -3.17648 0.46422 0.10797  C5 1.095
18 H -2.42102 -1.68402 1.23934  N6 1.006
19 H -0.90767 -0.77315 1.31989  N6 1.046
20 H 1.43386 -0.12248 2.18114  N7 1.025

Atom charges from the natural (NBO) analysis, given in e for atoms 1 to 6:
1. C -0.568
2. C -0.175
3. C -0.421
4. C -0.409
5. C -0.253
6. N -0.636



[2]
A gas-phase ion, C5H13N2 (charge +1). Source: the Open Molecules 2025 dataset; level of theory: ωB97M-V with the def2-TZVPD basis set.

Calculated values
SMILES string: C=C(CCN)[NH2+]C
E_HOMO in eV: -13.8
HOMO-LUMO gap in hartree: 0.39258
Net charge: +1

Each atom is followed by the atoms it is bonded to, with distances in Å.
Cartesian coordinates (Å):
1 C -0.17432 0.94277 -1.99546  C2 1.330, H8 1.078, H9 1.080
2 C -0.03920 0.59967 -0.71728  C1 1.330, C3 1.547, N6 1.475
3 C -1.00041 1.08909 0.39235  C2 1.547, C4 1.525, H10 1.097, H11 1.081
4 C -1.61766 -0.12235 1.08255  C3 1.525, N5 1.482, H12 1.085, H13 1.087
5 N -0.58235 -0.95545 1.73931  C4 1.482, H14 1.013, H15 1.008
6 N 0.81739 -0.55342 -0.38166  C2 1.475, C7 1.493, H16 1.019, H17 1.031
7 C 2.27235 -0.28163 -0.57732  N6 1.493, H18 1.073, H19 1.080, H20 1.084
8 H -0.08644 0.19063 -2.76233  C1 1.078
9 H -0.46041 1.95810 -2.22780  C1 1.080
10 H -0.35346 1.60945 1.10880  C3 1.097
11 H -1.74582 1.65140 -0.15270  C3 1.081
12 H -2.34180 0.29940 1.77104  C4 1.085
13 H -2.10555 -0.80346 0.38930  C4 1.087
14 H -0.87916 -1.91335 1.59553  N5 1.013
15 H -0.62615 -0.87315 2.74273  N5 1.008
16 H 0.47393 -1.38010 -0.86896  N6 1.019
17 H 0.65541 -0.74924 0.61803  N6 1.031
18 H 2.53075 0.46758 0.14578  C7 1.073
19 H 2.76845 -1.20291 -0.30897  C7 1.080
20 H 2.49446 0.02696 -1.59296  C7 1.084

Atom charges from the natural (NBO) analysis, given in e for atoms 1 to 6:
1. C -0.374
2. C 0.152
3. C -0.451
4. C -0.230
5. N -0.862
6. N -0.580



[3]
A gas-phase ion, C5H13N2 (charge +1). Source: the Open Molecules 2025 dataset; level of theory: ωB97M-V with the def2-TZVPD basis set.

Calculated values
SMILES string: N/C=C/CCC[NH3+]
E_HOMO in eV: -11.5
HOMO-LUMO gap in hartree: 0.29965
Net charge: +1

Each atom is followed by the atoms it is bonded to, with distances in Å.
Cartesian coordinates (Å):
1 N -0.52692 -2.80638 -1.40959  C2 1.392, H8 1.012, H9 1.101
2 C -0.59389 -1.64168 -0.64943  N1 1.392, C3 1.380, H10 1.165
3 C -0.50721 -0.34305 -1.10724  C2 1.380, C4 1.565, H11 1.050
4 C -0.94854 0.81879 -0.15641  C3 1.565, C5 1.587, H12 1.057, H13 1.110
5 C -0.34094 0.76368 1.30866  C4 1.587, C6 1.485, H14 1.104, H15 1.164
6 C 0.74186 1.77236 1.43402  C5 1.485, N7 1.550, H16 1.116, H17 1.037
7 N 1.73691 1.24012 0.37156  C6 1.550, H18 0.974, H19 1.158, H20 1.029
8 H -0.35089 -2.57345 -2.37899  N1 1.012
9 H -0.93085 -3.74039 -0.98928  N1 1.101
10 H -0.64838 -1.65583 0.51397  C2 1.165
11 H -0.27447 -0.11680 -2.10594  C3 1.050
12 H -0.78101 1.74389 -0.63912  C4 1.057
13 H -2.03237 0.62296 -0.02056  C4 1.110
14 H 0.05231 -0.22442 1.60445  C5 1.104
15 H -1.07929 1.04352 2.16374  C5 1.164
16 H 1.23389 1.79051 2.43594  C6 1.116
17 H 0.55187 2.78254 1.29731  C6 1.037
18 H 2.66540 1.46665 0.55912  N7 0.974
19 H 1.61862 0.08868 0.40808  N7 1.158
20 H 1.39762 1.51533 -0.56007  N7 1.029

Atom charges from the natural (NBO) analysis, given in e for atoms 1 to 6:
1. N -0.828
2. C 0.050
3. C -0.407
4. C -0.452
5. C -0.437
6. C -0.207



[4]
A gas-phase ion, C5H13N2 (charge +2). Source: the Open Molecules 2025 dataset; level of theory: ωB97M-V with the def2-TZVPD basis set.

Calculated values
⟨S²⟩: 0.754
Multiplicity: 2
E_HOMO (alpha / beta) in eV: -19.9 / -19.9
HOMO-LUMO gap (alpha / beta) in hartree: 0.44200 / 0.24640
Net charge: +2

Each atom is followed by the atoms it is bonded to, with distances in Å.
Cartesian coordinates (Å):
1 C 1.58053 0.13323 -0.74248  N2 1.481, C3 1.497, H8 1.078, H9 1.128
2 N 2.08103 1.49065 -1.06145  C1 1.481, H10 1.081, H11 0.969
3 C 0.09868 0.06131 -0.54305  C1 1.497, N4 1.481, C7 1.562, H12 1.087
4 N -0.34112 0.68446 0.72670  C3 1.481, C5 1.515, H13 1.076, H14 1.026
5 C -1.67234 0.10522 1.16061  N4 1.515, C6 1.524, H15 1.058, H16 1.089
6 C -1.44371 -1.36461 0.82760  C5 1.524, C7 1.514, H17 1.093, H18 1.148
7 C -0.47513 -1.37648 -0.33661  C3 1.562, C6 1.514, H19 1.158, H20 1.100
8 H 1.95944 -0.46938 -1.55154  C1 1.078
9 H 1.99895 -0.18765 0.25485  C1 1.128
10 H 1.80465 2.44925 -0.64602  N2 1.081
11 H 2.11592 1.65922 -2.01516  N2 0.969
12 H -0.32592 0.41455 -1.47892  C3 1.087
13 H 0.38377 0.52188 1.50462  N4 1.076
14 H -0.26737 1.70510 0.64889  N4 1.026
15 H -1.85400 0.22094 2.19616  C5 1.058
16 H -2.46205 0.52129 0.53635  C5 1.089
17 H -2.41094 -1.73862 0.48197  C6 1.093
18 H -1.11119 -2.03888 1.69548  C6 1.148
19 H -1.00082 -1.70906 -1.31310  C7 1.158
20 H 0.46200 -1.92643 -0.16675  C7 1.100

Atom charges from the natural (NBO) analysis, given in e for atoms 1 to 6:
1. C -0.301
2. N -0.194
3. C -0.075
4. N -0.516
5. C -0.213
6. C -0.454



What energy above the lowest of the compared OMol25 structures with the same formula, charge and spin values result from the calculations? In sequence: 622.14; 242.87; 312.38; 292.39 kJ/mol.
What energy values result from the calculations? In sequence: -307.384649; -307.529103; -307.502629; -307.054905 a.u..
What largest force on an atom values result from the calculations? In sequence: 2.28; 2.79; 4.09; 3.50 eV/Å.